w) A 2-piece molecular cluster, C9H11NO overall, computed with ωB97M-V/def2-TZVPD.

Geometry (Å):
O -1.788 0.412 1.710
N -0.960 -0.041 0.693
C -0.307 0.822 -0.009
C -0.437 2.256 0.164
C 0.278 3.257 -0.383
C 1.394 3.193 -1.277
C 1.925 2.108 -1.883
C 1.486 0.750 -1.801
C 0.531 0.209 -1.022
H -2.076 -0.422 2.123
H -1.237 2.519 0.845
H -0.004 4.265 -0.100
H 1.853 4.149 -1.495
H 2.774 2.271 -2.535
H 2.013 0.069 -2.459
H 0.356 -0.853 -1.113
C -1.289 -2.603 1.980
C -0.572 -2.358 0.893
H -2.329 -2.886 1.930
H -0.876 -2.504 2.971
H -0.985 -2.491 -0.091
H 0.475 -2.116 0.957

Values from the calculation:
SMILES: ON=c1cccccc1.C=C
HOMO energy: -7.85 eV

Just the natural (NBO) charges please, in e? Sure, here they are:
1 O -0.566
2 N -0.123
3 C 0.084
4 C -0.204
5 C -0.187
6 C -0.207
7 C -0.188
8 C -0.241
9 C -0.096
10 H 0.488
11 H 0.231
12 H 0.213
13 H 0.211
14 H 0.211
15 H 0.213
16 H 0.211
17 C -0.524
18 C -0.298
19 H 0.192
20 H 0.194
21 H 0.191
22 H 0.193


x) C9H11NO as an isolated structure, computed with ωB97M-V/def2-TZVPD.

Geometry (Å):
C -2.562 3.231 -0.039
C -1.690 2.073 -0.624
C -0.183 0.383 0.216
C 0.271 -0.381 1.411
C 1.186 -1.287 1.281
C 1.497 -1.942 -0.005
C 2.393 -3.065 -0.071
C 0.973 -1.331 -1.112
C 0.182 -0.187 -1.009
H -3.327 3.153 -0.446
H -3.072 3.373 1.277
H -2.111 4.360 -0.200
H -1.378 1.650 1.379
H 0.085 0.420 2.154
H 1.674 -1.870 1.923
H 2.920 -3.173 -0.988
H 3.054 -3.290 1.130
H 1.754 -4.209 -0.217
H 1.212 -1.610 -2.390
H -0.223 0.277 -2.286
N -1.077 1.424 0.413
O -1.577 2.001 -1.796

Values from the calculation:
HOMO energy: -8.13 eV

Just the natural (NBO) charges please, in e? Sure, here they are:
1 C -0.596
2 C 0.686
3 C 0.128
4 C -0.231
5 C -0.190
6 C -0.116
7 C -0.584
8 C -0.166
9 C -0.239
10 H 0.142
11 H 0.157
12 H 0.235
13 H 0.423
14 H 0.203
15 H 0.210
16 H 0.229
17 H 0.207
18 H 0.208
19 H 0.213
20 H 0.255
21 N -0.616
22 O -0.559


Short version: x) is the least stable of them.